Molecular formula: C46H57Cl72N2
Method: DFT, ωB97M-V/def2-TZVPD

Each line ends with the Löwdin charge.
Cartesian coordinates (Å):
C1 6.31212 -3.09353 -0.08417  -0.1815
C2 5.92675 -2.27274 -1.45785  -0.2602
C3 6.94358 -0.96657 -1.55505  -0.2163
C4 6.24068 0.21215 -2.45359  -0.2278
C5 5.82792 1.56374 -1.62171  -0.1906
C6 4.18343 1.70310 -1.45655  -0.2200
C7 3.71128 1.25751 0.08008  -0.1986
C8 3.63821 2.65127 0.96551  -0.2069
C9 2.08485 2.98673 1.44314  -0.2065
C10 1.05594 3.02847 0.14032  -0.2004
C11 -0.21435 4.03420 0.55139  -0.1858
C12 -1.45725 3.95960 -0.52137  -0.1926
C13 -2.83583 3.29049 0.07016  -0.2026
C14 -2.44085 1.74817 0.57976  -0.0255
C15 -3.18759 0.76991 -0.50558  -0.0948
N1 -3.06312 -0.71373 -0.79498  0.0595
N2 -4.06129 1.59636 -1.19332  0.1320
C16 -4.13941 3.08870 -0.90397  -0.2004
C17 -4.34561 4.04536 -2.22108  -0.1411
C18 -5.00349 3.27607 -3.52428  -0.2086
C19 -6.48068 2.61319 -3.24592  -0.2085
C20 -6.62486 1.05590 -3.83862  -0.2018
C21 -7.45309 0.06466 -2.77633  -0.2006
C22 -6.78878 -1.42489 -2.93903  -0.2348
C23 -7.44890 -2.58988 -1.99362  -0.2133
C24 -7.79603 -2.13077 -0.45910  -0.2126
C25 -6.57341 -1.38877 0.34139  -0.2120
C26 -7.05848 -0.46117 1.62095  -0.2166
C27 -8.44833 -0.96066 2.33235  -0.2491
C28 -8.20439 -2.30251 3.25439  -0.1517
H1 6.00210 -4.23691 -0.22630  0.0760
H2 7.46127 -2.99354 0.18153  0.0239
H3 5.71358 -2.73251 0.87415  0.0782
H4 4.83505 -1.83762 -1.37428  0.1011
H5 6.09015 -2.95076 -2.39773  0.0787
H6 7.14740 -0.63056 -0.44623  0.1089
H7 7.95697 -1.27829 -2.09959  0.1089
H8 7.00623 0.52122 -3.30537  0.0696
H9 5.31480 -0.26447 -3.00364  0.1018
H10 6.38339 1.64846 -0.57596  0.1226
H11 6.18663 2.49494 -2.26826  0.0804
H12 3.61165 0.94962 -2.17979  0.0988
H13 3.83021 2.80203 -1.69448  0.0547
H14 2.67615 0.68660 0.05865  0.0965
H15 4.50069 0.49293 0.50306  0.1074
H16 4.06646 3.56217 0.33818  0.1144
H17 4.36048 2.53606 1.90247  0.1156
H18 2.07740 4.05733 1.91861  0.1109
H19 1.77625 2.15830 2.21965  0.1020
H20 1.63926 3.39809 -0.80868  0.0720
H21 0.71337 1.92085 -0.05358  0.0932
H22 -0.61147 3.67277 1.59186  0.1126
H23 0.20696 5.12239 0.67486  0.1239
H24 -1.11385 3.28561 -1.43637  0.1060
H25 -1.63770 5.04285 -0.97200  0.1227
H26 -3.08290 3.98794 1.00418  0.1638
H27 -2.92642 1.52060 1.62269  0.0743
H28 -1.30753 1.45797 0.61994  0.1252
H29 -2.40361 -0.79677 -1.62596  0.0534
H30 -3.99964 -0.98779 -1.21317  0.0564
H31 -4.61578 1.03240 -1.90244  0.1409
H32 -5.02384 3.46318 -0.20050  0.1688
H33 -4.98710 5.02712 -1.99927  0.1423
H34 -3.28921 4.45938 -2.59250  0.1118
H35 -4.26592 2.37870 -3.79791  0.1045
H36 -5.05816 3.97276 -4.49075  0.1345
H37 -6.85269 2.68284 -2.13762  0.1053
H38 -7.26016 3.24399 -3.89286  0.1226
H39 -7.06629 1.02566 -4.92566  0.1239
H40 -5.53042 0.58796 -3.91150  0.0893
H41 -7.34355 0.51557 -1.70181  0.0887
H42 -8.60024 0.09693 -3.09959  0.1371
H43 -5.62404 -1.43257 -2.74770  0.0828
H44 -6.92085 -1.79414 -4.06660  0.1334
H45 -6.74634 -3.54957 -2.06628  0.1218
H46 -8.47843 -2.91346 -2.48788  0.1209
H47 -8.02486 -3.13550 0.14367  0.1248
H48 -8.80668 -1.53504 -0.47266  0.1115
H49 -5.98647 -0.64804 -0.38246  0.0633
H50 -5.85190 -2.22923 0.78725  0.1203
H51 -6.14832 -0.42306 2.36885  0.0793
H52 -7.16626 0.64383 1.18852  0.1079
H53 -9.36091 -1.07698 1.59636  0.1026
H54 -8.76335 -0.09672 3.09379  0.1141
H55 -9.23526 -2.84655 3.36588  0.0712
H56 -7.39540 -3.02893 2.81441  0.0547
H57 -7.89297 -1.92562 4.33896  0.0697
C29 9.03909 -5.56358 -1.85739  -1.9555
Cl1 7.82403 -6.86642 -1.83263  0.5271
Cl2 8.54952 -4.31721 -3.03269  0.5432
Cl3 9.16211 -4.83534 -0.23597  0.5314
Cl4 10.62068 -6.23536 -2.32827  0.4859
C30 -5.36091 -2.89293 6.79044  -1.9679
Cl5 -6.60909 -4.16280 6.72846  0.4798
Cl6 -3.90442 -3.53057 7.59448  0.4939
Cl7 -4.94958 -2.38312 5.13351  0.4885
Cl8 -5.98056 -1.49524 7.70528  0.5045
C31 6.63909 3.45346 -5.50647  -1.9670
Cl9 5.39091 2.18359 -5.56845  0.5015
Cl10 8.09558 2.81583 -4.70242  0.5103
Cl11 7.05042 3.96327 -7.16339  0.5169
Cl12 6.01944 4.85115 -4.59163  0.5106
C32 -1.46091 -3.08183 3.14647  -1.9929
Cl13 -1.44724 -1.93466 4.50961  0.4867
Cl14 -2.28413 -4.58244 3.64138  0.5220
Cl15 -2.32638 -2.35636 1.76837  0.4687
Cl16 0.21410 -3.45388 2.66651  0.5097
C33 -8.36091 -6.82202 4.24273  -1.9908
Cl17 -9.06328 -5.50649 5.21763  0.4983
Cl18 -7.60761 -6.13969 2.77938  0.4896
Cl19 -7.12732 -7.67834 5.20161  0.5138
Cl20 -9.64545 -7.96356 3.77230  0.5274
C34 1.85455 4.60684 -4.20609  -1.9884
Cl21 2.49481 5.28813 -2.68942  0.5273
Cl22 2.28091 5.67769 -5.56474  0.5335
Cl23 2.56061 2.99361 -4.47715  0.4967
Cl24 0.08188 4.46792 -4.09304  0.5038
C35 13.55455 -4.62906 0.58622  -1.9813
Cl25 14.82835 -3.78720 -0.33197  0.4972
Cl26 14.25178 -6.05155 1.40160  0.5211
Cl27 12.87025 -3.52270 1.80367  0.5120
Cl28 12.26783 -5.15478 -0.52842  0.4227
C36 -5.34545 -4.22824 11.42065  -1.9885
Cl29 -3.58346 -4.02841 11.59338  0.5140
Cl30 -5.74756 -4.49505 9.70554  0.4606
Cl31 -5.88120 -5.62988 12.38130  0.5220
Cl32 -6.16958 -2.75961 12.00236  0.5159
C37 -4.44545 1.79538 5.47025  -1.9570
Cl33 -4.01208 0.99368 3.93930  0.5163
Cl34 -3.81949 0.84097 6.83836  0.4247
Cl35 -3.73175 3.42745 5.50878  0.5143
Cl36 -6.21847 1.91943 5.59457  0.5220
C38 -5.94545 -8.78871 0.41116  -1.9957
Cl37 -6.32792 -9.62665 1.93626  0.4831
Cl38 -5.18292 -9.93409 -0.72070  0.5045
Cl39 -7.44557 -8.15188 -0.30896  0.5076
Cl40 -4.82538 -7.44221 0.73804  0.4924
C39 11.15455 4.27991 -8.10271  -1.9907
Cl41 10.21502 5.69411 -8.64276  0.4816
Cl42 11.11215 3.02199 -9.36377  0.5197
Cl43 12.84259 4.76655 -7.80576  0.5194
Cl44 10.44845 3.63697 -6.59854  0.4668
C40 9.65455 9.11582 -6.73158  -1.9975
Cl45 9.66822 10.26300 -5.36844  0.4925
Cl46 8.83133 7.61521 -6.23667  0.4834
Cl47 8.78908 9.84130 -8.10968  0.5095
Cl48 11.32957 8.74378 -7.21154  0.5106
C41 6.05455 12.68521 -4.61321  -2.0058
Cl49 5.67208 11.84727 -3.08811  0.5060
Cl50 6.81708 11.53983 -5.74507  0.4709
Cl51 4.55443 13.32204 -5.33334  0.5098
Cl52 7.17462 14.03170 -4.28633  0.5167
C42 0.65455 1.19245 6.73152  -1.9903
Cl53 1.29481 1.87374 8.24819  0.5295
Cl54 1.08091 2.26330 5.37287  0.5054
Cl55 1.36061 -0.42078 6.46047  0.5092
Cl56 -1.11812 1.05353 6.84457  0.4513
C43 -3.84545 -13.20755 0.93216  -2.0067
Cl57 -3.85103 -11.70424 1.88839  0.4741
Cl58 -5.47663 -13.50170 0.27857  0.5069
Cl59 -2.68618 -13.05219 -0.41188  0.5099
Cl60 -3.36796 -14.57208 1.97356  0.5204
C44 -5.94545 4.78689 8.88031  -1.9941
Cl61 -5.30519 5.46818 10.39697  0.5266
Cl62 -5.51909 5.85774 7.52165  0.5017
Cl63 -5.23939 3.17366 8.60925  0.4808
Cl64 -7.71812 4.64797 8.99336  0.5201
C45 14.15455 -0.89874 -3.57957  -2.0126
Cl65 14.16822 0.24844 -2.21643  0.5092
Cl66 13.33133 -2.39935 -3.08466  0.4840
Cl67 13.28908 -0.17326 -4.95767  0.5053
Cl68 15.82957 -1.27078 -4.05953  0.5151
C46 -0.54545 -3.75223 -1.71155  -1.9791
Cl69 -0.92792 -4.59017 -0.18645  0.4962
Cl70 0.21708 -4.89761 -2.84341  0.5461
Cl71 -2.04557 -3.11540 -2.43167  0.5406
Cl72 0.57462 -2.40573 -1.38467  0.5088

Properties
Charge: +1
Gap between HOMO and LUMO: 8.1 eV
Energy relative to the best compared isomer or geometry (same formula, charge and spin): 14.013 eV